1.
Formula: C4H8NS
Source: the Open Molecules 2025 dataset
Level of theory: wB97M-V/def2-TZVPD

```
! RIJCOSX wB97M-V def2-TZVPD def2/J DEFGRID3
* xyz 1 1
C -2.5792 -0.5879 0.1371
C 0.4034 -0.2969 -0.2112
C -1.5615 -1.2813 -0.1311
C 1.3304 0.3434 0.5669
N 2.6290 0.6916 0.0101
S -2.5532 1.1113 0.4362
H -3.5434 -0.9300 0.1731
H -3.5154 1.3392 -0.5270
H 0.6696 -0.5606 -1.3142
H -1.3576 -2.3310 -0.1769
H 1.2708 0.5438 1.5489
H 2.7455 -0.0739 -0.7297
H 3.3565 0.4984 0.6520
H 2.7051 1.5339 -0.4342
*
```

Summary:
LUMO energy, eV: -3.758
Kohn-Sham gap, eV: 8.80

For reference, the Mulliken charges in units of e are: number 1, C, carries -0.2601; number 2, C, carries -0.6712; number 3, C, carries -0.2318; number 4, C, carries 0.0454; number 5, N, carries -0.3069; number 6, S, carries -0.1615; number 7, H, carries 0.4265; number 8, H, carries 0.1773; number 9, H, carries 0.1133; number 10, H, carries 0.3747; number 11, H, carries 0.4276; number 12, H, carries 0.4077; number 13, H, carries 0.3596; number 14, H, carries 0.2992

2.
Formula: C4H8NS
Source: the Open Molecules 2025 dataset
Level of theory: wB97M-V/def2-TZVPD

```
! RIJCOSX wB97M-V def2-TZVPD def2/J DEFGRID3
* xyz 1 1
C 2.1225 1.5541 -0.1999
C -1.4534 -0.9432 -0.2177
C -0.0246 -1.1252 -0.5938
C -1.2436 0.0267 0.9508
N 0.9355 1.1333 0.2443
S 0.6000 -0.2493 0.9832
H 3.1746 1.1177 -0.0177
H 2.3004 2.4296 -0.8790
H -2.1047 -0.5869 -1.1324
H -1.6989 -1.9305 0.2179
H 0.2558 -2.0963 -0.8087
H 0.1713 -0.3153 -1.2206
H -1.3582 1.0956 0.7653
H -1.6769 -0.1103 1.9083
*
```

Summary:
LUMO energy, eV: -4.968
Kohn-Sham gap, eV: 9.86

For reference, the Mulliken charges in units of e are: number 1, C, carries -0.0882; number 2, C, carries -0.5010; number 3, C, carries -0.4485; number 4, C, carries -0.3813; number 5, N, carries -0.3335; number 6, S, carries 0.2606; number 7, H, carries 0.2419; number 8, H, carries 0.2717; number 9, H, carries 0.3075; number 10, H, carries 0.2507; number 11, H, carries 0.4332; number 12, H, carries 0.2954; number 13, H, carries 0.2862; number 14, H, carries 0.4052

Last place for stability: 1

1.
Formula: C5H5N2
Source: the Open Molecules 2025 dataset
Level of theory: wB97M-V/def2-TZVPD

```
! RIJCOSX wB97M-V def2-TZVPD def2/J DEFGRID3
* xyz 1 1
H -2.8797 1.5150 -0.0803
N -2.6685 0.4903 0.0737
N -1.2134 -0.0341 -0.1338
C -0.8524 -1.3180 -0.0207
C 0.2504 -1.9052 -0.0533
C 1.5053 -1.3123 -0.0089
C 1.2909 0.0257 0.0104
C 0.0058 0.7505 0.0039
H 2.5003 -1.7935 0.0874
H 2.2998 0.4968 -0.0618
H -0.0032 1.3748 0.8762
H -0.2352 1.7099 -0.6927
*
```

Summary:
LUMO energy (alpha / beta), eV: -7.099 / -6.190
SMILES: [H]/N=[N+]1/C#CC=CC1
Kohn-Sham gap (alpha / beta), eV: 8.43 / 7.89

For reference, the Mulliken charges in units of e are: number 1, H, carries 0.2869; number 2, N, carries -0.4051; number 3, N, carries 0.2657; number 4, C, carries 0.2371; number 5, C, carries -0.0431; number 6, C, carries -0.1835; number 7, C, carries -0.2961; number 8, C, carries -0.3257; number 9, H, carries 0.4071; number 10, H, carries 0.3249; number 11, H, carries 0.3654; number 12, H, carries 0.3664

2.
Formula: C5H5N2
Source: the Open Molecules 2025 dataset
Level of theory: wB97M-V/def2-TZVPD

```
! RIJCOSX wB97M-V def2-TZVPD def2/J DEFGRID3
* xyz 1 1
C -1.5278 2.4173 -0.1134
N -1.4059 1.2954 0.0818
C -1.0879 -0.0172 0.3238
C -2.1458 -1.0469 0.0145
N -3.0465 -1.7653 -0.0156
C 0.1622 -0.3428 -0.4605
C 0.9987 -1.2236 0.0272
H -1.5323 3.3812 -0.6671
H -0.9670 0.0338 1.4549
H 0.1418 0.0020 -1.4377
H 1.9023 -1.6664 -0.3933
H 0.6214 -1.5627 1.0505
*
```

Summary:
LUMO energy, eV: -5.662
SMILES: C#[N+][C@@H](C#N)C=C
Kohn-Sham gap, eV: 9.49

For reference, the Mulliken charges in units of e are: number 1, C, carries 0.1418; number 2, N, carries 0.1019; number 3, C, carries 0.0698; number 4, C, carries 0.1607; number 5, N, carries -0.2561; number 6, C, carries -0.1966; number 7, C, carries -0.6221; number 8, H, carries 0.4187; number 9, H, carries 0.3324; number 10, H, carries 0.3478; number 11, H, carries 0.3122; number 12, H, carries 0.1894

Last place for stability: 1

1.
Formula: C3H4BrN3S
Source: the Open Molecules 2025 dataset
Level of theory: wB97M-V/def2-TZVPD

```
! RIJCOSX wB97M-V def2-TZVPD def2/J DEFGRID3
* xyz 0 1
C -4.4929 0.1375 -0.7403
C -2.1523 0.7912 -0.2408
C 0.1945 0.4500 0.0977
N -3.3598 0.3026 -0.3669
N -1.3115 -1.3360 -0.4924
N -1.1030 -0.0962 -0.2392
S -1.9265 2.4483 -0.0180
Br -6.0164 -0.3325 0.1497
H 0.9109 -0.3605 0.2159
H 0.5227 1.1334 -0.6869
H 0.1191 1.0262 1.0211
H -0.4625 -1.8907 -0.4152
*
```

Summary:
LUMO energy (alpha / beta), eV: -0.877 / -1.399
Kohn-Sham gap (alpha / beta), eV: 6.96 / 6.43

For reference, the Mulliken charges in units of e are: number 1, C, carries 0.1743; number 2, C, carries 0.1736; number 3, C, carries -0.8289; number 4, N, carries -0.0597; number 5, N, carries -0.8944; number 6, N, carries 0.6064; number 7, S, carries -0.3482; number 8, Br, carries -0.0169; number 9, H, carries 0.2822; number 10, H, carries 0.3286; number 11, H, carries 0.3295; number 12, H, carries 0.2536

2.
Formula: C3H4BrN3S
Source: the Open Molecules 2025 dataset
Level of theory: wB97M-V/def2-TZVPD

```
! RIJCOSX wB97M-V def2-TZVPD def2/J DEFGRID3
* xyz 0 1
C -0.3857 0.1649 -1.0901
N 0.6017 -0.4997 -0.3463
C 0.8832 -1.7819 -0.7307
N 1.0254 -2.8736 -1.0564
N 0.9790 0.1310 0.8370
C 1.9509 -0.1675 1.5258
S 3.3042 -1.2324 1.3701
Br 4.3057 -0.0743 -0.2380
H -1.3927 -0.2299 -0.8021
H -0.3891 1.1753 -0.7785
H -0.0100 0.1099 -2.1154
H 2.0720 0.5335 2.3734
*
```

Summary:
LUMO energy, eV: -1.173
SMILES: CN(C#N)/N=C\SBr
Kohn-Sham gap, eV: 8.23

For reference, the Mulliken charges in units of e are: number 1, C, carries -0.9559; number 2, N, carries 0.4372; number 3, C, carries 0.4313; number 4, N, carries -0.4547; number 5, N, carries -0.5597; number 6, C, carries -0.0876; number 7, S, carries -0.1213; number 8, Br, carries -0.0482; number 9, H, carries 0.3007; number 10, H, carries 0.3159; number 11, H, carries 0.3445; number 12, H, carries 0.3977

Last place for stability: 1

1.
Formula: C10H13P
Source: the Open Molecules 2025 dataset
Level of theory: wB97M-V/def2-TZVPD

```
! RIJCOSX wB97M-V def2-TZVPD def2/J DEFGRID3
* xyz 0 1
C 2.0408 -1.8647 -1.7240
C 1.5266 -0.7376 -0.8020
C 1.7596 0.5009 -1.2896
C 1.5009 1.7977 -0.7933
C 0.5084 1.8175 0.1916
C -0.5367 0.6814 0.5052
C -1.7173 0.9029 -0.4482
C -0.1432 -0.6697 1.0028
C 0.9372 -1.2318 0.4105
P -0.8987 0.3019 2.3217
C -2.6322 -0.2731 2.2630
H 2.7459 -2.5562 -1.0014
H 2.6648 -1.5222 -2.4417
H 1.2442 -2.5210 -2.0228
H 2.0082 0.4987 -2.2712
H 1.9394 2.7770 -0.8572
H 0.3844 2.6691 0.8355
H -2.3923 0.0612 -0.3973
H -1.4035 1.1153 -1.3803
H -2.3094 1.6799 0.0682
H 1.4299 -2.1208 0.8164
H -2.5228 -1.2747 2.8558
H -2.9708 -0.5908 1.3023
H -3.1633 0.5593 2.8559
*
```

Summary:
LUMO energy, eV: 0.107
SMILES: CC1=CC=C[C@@]2(C)C(=C1)P2C
Kohn-Sham gap, eV: 8.13

For reference, the Mulliken charges in units of e are: number 1, C, carries -1.4781; number 2, C, carries 1.2396; number 3, C, carries -0.4822; number 4, C, carries -0.8029; number 5, C, carries -0.5822; number 6, C, carries 0.8816; number 7, C, carries -1.4626; number 8, C, carries -0.4873; number 9, C, carries -0.3598; number 10, P, carries -0.0972; number 11, C, carries -0.9382; number 12, H, carries 0.2582; number 13, H, carries 0.4880; number 14, H, carries 0.3069; number 15, H, carries 0.3833; number 16, H, carries 0.3974; number 17, H, carries 0.3326; number 18, H, carries 0.2806; number 19, H, carries 0.5576; number 20, H, carries 0.3567; number 21, H, carries 0.2677; number 22, H, carries 0.3013; number 23, H, carries 0.3737; number 24, H, carries 0.2651

2.
Formula: C10H13P
Source: the Open Molecules 2025 dataset
Level of theory: wB97M-V/def2-TZVPD

```
! RIJCOSX wB97M-V def2-TZVPD def2/J DEFGRID3
* xyz 0 1
C -0.8402 -0.1805 2.4103
C -0.1881 1.0185 2.0533
C -0.4933 -1.3979 2.0031
C -0.5559 -0.1033 -1.1903
C 0.9480 0.9872 1.4246
C 0.5246 0.6002 -1.2805
C 0.5231 -1.6958 1.0093
C 1.9112 -0.0094 -0.8236
C -1.7636 -0.7857 -1.6080
C 0.6019 2.1163 -1.3528
P 1.9044 -0.4311 0.9018
H -1.7198 -0.0308 2.9142
H -0.5922 1.9866 2.3583
H -0.9908 -2.3165 2.3065
H 0.8611 -2.6766 0.8980
H -0.0910 -1.3229 0.0506
H 1.9560 -0.9148 -1.5558
H 2.6171 0.7257 -1.1052
H -2.4616 -0.0464 -2.1477
H -2.3917 -1.1243 -0.7992
H -1.5982 -1.6111 -2.3012
H 0.0479 2.5237 -0.5565
H 0.1364 2.3595 -2.3178
H 1.6548 2.3294 -1.2914
*
```

Summary:
LUMO energy (alpha / beta), eV: 0.433 / -0.456
Kohn-Sham gap (alpha / beta), eV: 8.10 / 6.04

For reference, the Mulliken charges in units of e are: number 1, C, carries -0.1625; number 2, C, carries -0.3084; number 3, C, carries -0.6048; number 4, C, carries -0.0517; number 5, C, carries -0.1164; number 6, C, carries 0.8140; number 7, C, carries -0.1787; number 8, C, carries -0.7260; number 9, C, carries -1.3944; number 10, C, carries -1.3293; number 11, P, carries -0.2240; number 12, H, carries 0.4522; number 13, H, carries 0.3881; number 14, H, carries 0.3116; number 15, H, carries 0.5739; number 16, H, carries -0.3662; number 17, H, carries 0.3284; number 18, H, carries 0.5575; number 19, H, carries 0.3098; number 20, H, carries 0.3406; number 21, H, carries 0.2889; number 22, H, carries 0.3891; number 23, H, carries 0.3924; number 24, H, carries 0.3157

Last place for stability: 2

1.
Formula: C3H3Cl3S
Source: the Open Molecules 2025 dataset
Level of theory: wB97M-V/def2-TZVPD

```
! RIJCOSX wB97M-V def2-TZVPD def2/J DEFGRID3
* xyz 0 1
S 0.7838 -2.6341 0.2924
C 0.7923 -1.0314 0.4783
C -0.3333 -0.0900 0.4751
Cl -0.1577 0.8612 1.8843
C -0.2290 0.7856 -0.7636
Cl 0.0283 -0.0619 -2.2017
Cl -1.7772 1.6939 -0.7925
H 1.7232 -0.6169 0.9034
H -1.3503 -0.4242 0.5041
H 0.5199 1.5177 -0.7799
*
```

Summary:
LUMO energy, eV: -0.875
SMILES: S=C[C@@H](Cl)C(Cl)Cl
Kohn-Sham gap, eV: 8.37

For reference, the Mulliken charges in units of e are: number 1, S, carries -0.1561; number 2, C, carries -0.5475; number 3, C, carries 0.1392; number 4, Cl, carries -0.1435; number 5, C, carries -0.0753; number 6, Cl, carries -0.1128; number 7, Cl, carries -0.1631; number 8, H, carries 0.2801; number 9, H, carries 0.4369; number 10, H, carries 0.3422

2.
Formula: C3H3Cl3S
Source: the Open Molecules 2025 dataset
Level of theory: wB97M-V/def2-TZVPD

```
! RIJCOSX wB97M-V def2-TZVPD def2/J DEFGRID3
* xyz 0 1
S -1.4352 -1.5794 -1.2163
C -0.1490 -0.6063 -1.4146
C 0.3908 0.2136 -0.2531
Cl 2.1010 0.0824 -0.0090
Cl 0.0909 1.9305 -0.7915
C -0.2617 -0.0006 1.1618
Cl 0.4037 1.1095 2.3609
H 0.2011 -0.3190 -2.4548
H -1.4273 0.2599 1.0600
H 0.0858 -1.0906 1.5566
*
```

Summary:
LUMO energy, eV: -1.191
SMILES: S=CC(Cl)(Cl)CCl
Kohn-Sham gap, eV: 8.38

For reference, the Mulliken charges in units of e are: number 1, S, carries -0.1609; number 2, C, carries -0.3571; number 3, C, carries 0.4981; number 4, Cl, carries -0.1272; number 5, Cl, carries -0.1395; number 6, C, carries -0.5399; number 7, Cl, carries -0.1420; number 8, H, carries 0.3078; number 9, H, carries 0.3366; number 10, H, carries 0.3240

3.
Formula: C3H3Cl3S
Source: the Open Molecules 2025 dataset
Level of theory: wB97M-V/def2-TZVPD

```
! RIJCOSX wB97M-V def2-TZVPD def2/J DEFGRID3
* xyz 0 1
C 2.3960 -0.1269 -0.0874
C -0.5441 -0.3728 -0.5133
C -1.2836 0.5684 0.2740
S 2.6644 -0.1196 1.4359
Cl -0.1057 -1.9294 0.1059
Cl -1.2114 2.2006 -0.3511
Cl -3.0729 0.0560 0.3466
H 2.8729 -0.4687 -0.9699
H -0.6442 -0.3994 -1.5141
H -1.0716 0.5920 1.2734
*
```

Summary:
LUMO energy (alpha / beta), eV: -1.006 / -0.434
Kohn-Sham gap (alpha / beta), eV: 6.97 / 8.44

For reference, the Mulliken charges in units of e are: number 1, C, carries -0.1735; number 2, C, carries -0.5765; number 3, C, carries 0.1264; number 4, S, carries -0.1187; number 5, Cl, carries -0.0914; number 6, Cl, carries -0.1370; number 7, Cl, carries -0.1872; number 8, H, carries 0.3317; number 9, H, carries 0.5108; number 10, H, carries 0.3154

Last place for stability: 3

1.
Formula: C2H3O3
Source: the Open Molecules 2025 dataset
Level of theory: wB97M-V/def2-TZVPD

```
! RIJCOSX wB97M-V def2-TZVPD def2/J DEFGRID3
* xyz -1 1
C -0.8085 -2.6209 0.0070
C -0.2338 -0.0443 0.5744
O -0.9991 -3.5386 0.7216
O -0.6298 -2.3516 -1.1549
O -0.9533 -1.0968 1.0253
H 0.3716 0.3603 1.5108
H -0.8477 0.7254 -0.0354
H 0.5944 -0.3021 -0.1734
*
```

Summary:
LUMO energy, eV: 4.509
Kohn-Sham gap, eV: 8.66

For reference, the Mulliken charges in units of e are: number 1, C, carries 0.6997; number 2, C, carries -0.5487; number 3, O, carries -0.5563; number 4, O, carries -0.5988; number 5, O, carries -0.5438; number 6, H, carries 0.1810; number 7, H, carries 0.1630; number 8, H, carries 0.2040

2.
Formula: C2H3O3
Source: the Open Molecules 2025 dataset
Level of theory: wB97M-V/def2-TZVPD

```
! RIJCOSX wB97M-V def2-TZVPD def2/J DEFGRID3
* xyz -1 1
C 0.6219 -1.4321 1.9559
C -0.2414 0.1424 0.1278
O 1.4263 -2.0279 1.3678
O -0.0544 -1.2900 2.9610
O 0.6944 -0.2516 -0.9073
H 0.1080 1.1060 0.5167
H -1.2403 -0.2622 -0.1607
H 1.1139 -1.1029 -0.8740
*
```

Summary:
LUMO energy, eV: 4.293
Kohn-Sham gap, eV: 5.83

For reference, the Mulliken charges in units of e are: number 1, C, carries 0.1947; number 2, C, carries -0.5923; number 3, O, carries -0.3463; number 4, O, carries -0.3789; number 5, O, carries -0.5537; number 6, H, carries 0.2088; number 7, H, carries 0.1678; number 8, H, carries 0.2998

Last place for stability: 2